1.
Computed, not measured: a cluster of 14 separate species, C76H188Br4N12 in total at a distorted geometry, with ωB97M-V/def2-TZVPD.

XYZ file:
```
280
Properties=species:S:1:pos:R:3
Br -33.774 9.288 -8.292
C -31.861 9.114 -7.958
C -30.990 9.444 -9.128
Br -31.124 8.434 -10.761
H -31.775 8.061 -7.668
H -31.563 9.784 -7.129
H -29.954 9.172 -8.869
H -31.081 10.454 -9.499
Br -29.261 10.751 -15.595
C -28.365 11.320 -13.936
C -29.306 11.184 -12.835
Br -28.462 11.710 -11.148
H -28.085 12.360 -14.143
H -27.456 10.733 -13.810
H -29.580 10.164 -12.596
H -30.184 11.781 -12.980
C -22.607 5.134 -19.200
C -21.713 6.276 -19.658
N -20.353 5.901 -19.451
C -19.475 6.643 -20.346
C -19.323 6.141 -21.763
C -19.950 5.975 -18.025
C -18.833 5.023 -17.692
H -22.152 4.513 -18.445
H -22.699 4.404 -20.015
H -23.587 5.463 -18.862
H -21.827 6.471 -20.739
H -21.982 7.255 -19.231
H -19.801 7.775 -20.351
H -18.442 6.738 -19.951
H -18.539 6.735 -22.216
H -18.959 5.080 -21.656
H -20.183 6.108 -22.469
H -20.853 5.653 -17.485
H -19.743 7.002 -17.697
H -17.880 5.209 -18.241
H -19.180 4.007 -17.879
H -18.575 5.113 -16.631
C -26.005 8.953 -18.958
C -27.254 8.175 -19.401
N -28.496 8.968 -19.347
C -29.804 8.219 -19.431
C -31.025 9.001 -18.911
C -28.531 10.046 -20.342
C -28.293 9.712 -21.822
H -25.164 8.286 -18.747
H -26.169 9.639 -18.109
H -25.623 9.670 -19.720
H -27.005 7.786 -20.420
H -27.412 7.309 -18.680
H -30.003 7.920 -20.505
H -29.649 7.332 -18.834
H -30.875 9.157 -17.816
H -31.172 10.057 -19.226
H -31.912 8.449 -19.113
H -27.838 10.880 -20.096
H -29.480 10.541 -20.306
H -28.441 10.639 -22.310
H -29.034 8.947 -22.221
H -27.293 9.368 -22.018
C -33.232 4.787 -8.232
C -31.845 5.326 -8.321
N -30.829 4.306 -8.432
C -29.801 4.649 -9.462
C -30.345 4.441 -10.866
C -30.316 4.019 -7.151
C -29.775 2.579 -7.071
H -33.606 4.389 -9.209
H -33.875 5.562 -7.938
H -33.261 3.930 -7.592
H -31.705 6.086 -9.185
H -31.611 5.971 -7.458
H -29.454 5.657 -9.298
H -28.857 4.072 -9.261
H -29.491 4.365 -11.534
H -30.972 3.517 -10.804
H -31.000 5.298 -11.130
H -31.203 4.045 -6.522
H -29.624 4.846 -6.829
H -29.508 2.321 -6.059
H -29.053 2.339 -7.820
H -30.673 2.097 -7.415
C -22.079 3.628 -15.278
C -22.553 4.335 -14.024
N -22.144 5.726 -14.034
C -22.995 6.501 -14.959
C -22.244 7.666 -15.501
C -22.369 6.346 -12.699
C -21.357 5.893 -11.711
H -21.036 3.526 -15.329
H -22.566 4.124 -16.176
H -22.575 2.613 -15.372
H -23.643 4.247 -13.859
H -22.078 3.913 -13.169
H -23.932 6.827 -14.456
H -23.313 5.947 -15.798
H -21.944 8.367 -14.737
H -22.814 8.372 -16.200
H -21.355 7.322 -16.020
H -22.304 7.410 -12.783
H -23.362 6.045 -12.278
H -21.407 6.505 -10.768
H -21.506 4.866 -11.446
H -20.323 6.027 -12.044
C -28.560 2.428 -19.515
C -27.348 3.349 -19.662
N -26.137 3.064 -18.927
C -25.622 1.733 -19.323
C -24.139 1.421 -18.885
C -26.232 3.259 -17.490
C -26.094 4.703 -16.982
H -28.915 2.390 -18.458
H -28.386 1.397 -19.746
H -29.416 2.719 -20.166
H -27.172 3.495 -20.704
H -27.752 4.359 -19.387
H -26.246 0.999 -18.892
H -25.665 1.722 -20.389
H -23.942 0.438 -19.385
H -23.442 2.221 -19.144
H -23.933 1.240 -17.812
H -25.367 2.717 -17.080
H -27.115 2.759 -17.086
H -25.735 4.747 -15.934
H -27.030 5.201 -17.101
H -25.350 5.186 -17.606
C -24.718 3.880 -10.499
C -25.505 3.922 -9.225
N -24.745 4.055 -8.032
C -25.355 3.759 -6.827
C -26.488 4.749 -6.313
C -23.838 5.231 -7.934
C -22.414 4.785 -7.712
H -25.405 3.621 -11.268
H -23.927 3.163 -10.399
H -24.382 4.908 -10.793
H -26.388 4.649 -9.397
H -26.086 3.033 -9.085
H -25.843 2.834 -6.918
H -24.606 3.688 -6.070
H -27.472 4.542 -6.804
H -26.599 4.533 -5.231
H -26.296 5.796 -6.441
H -24.163 5.834 -7.062
H -23.977 5.907 -8.784
H -21.826 5.667 -7.425
H -22.031 4.289 -8.612
H -22.366 4.184 -6.808
C -29.383 11.328 -5.364
C -28.026 11.159 -6.126
N -27.883 9.822 -6.735
C -27.569 8.751 -5.698
C -28.436 7.538 -5.885
C -26.994 9.871 -7.901
C -26.824 8.524 -8.523
H -29.379 10.570 -4.633
H -30.195 11.323 -6.078
H -29.320 12.242 -4.744
H -27.996 11.911 -6.987
H -27.179 11.534 -5.525
H -26.489 8.589 -5.860
H -27.729 9.223 -4.782
H -28.244 6.839 -5.048
H -29.503 7.873 -5.880
H -28.318 7.060 -6.874
H -25.996 10.395 -7.742
H -27.566 10.481 -8.586
H -26.234 7.766 -7.955
H -26.224 8.614 -9.447
H -27.840 8.171 -8.768
C -31.965 4.786 -19.326
C -31.841 4.758 -17.813
N -31.287 3.402 -17.349
C -32.274 2.340 -17.577
C -31.568 1.169 -18.234
C -30.830 3.430 -15.987
C -31.983 3.805 -15.004
H -31.450 3.954 -19.793
H -31.552 5.660 -19.735
H -33.043 4.803 -19.502
H -31.099 5.454 -17.425
H -32.680 4.911 -17.242
H -32.991 2.688 -18.351
H -32.888 2.062 -16.649
H -31.050 1.504 -19.102
H -32.264 0.472 -18.630
H -30.812 0.725 -17.564
H -30.539 2.386 -15.733
H -29.986 4.033 -15.934
H -32.115 4.939 -14.955
H -32.936 3.432 -15.328
H -31.810 3.457 -13.927
C -26.319 8.335 -15.594
C -26.714 7.489 -14.360
N -28.106 7.607 -14.046
C -28.379 6.833 -12.818
C -27.787 7.310 -11.538
C -28.896 7.067 -15.136
C -30.448 7.288 -14.942
H -25.308 8.554 -15.631
H -26.797 9.284 -15.473
H -26.553 7.850 -16.534
H -26.570 6.436 -14.542
H -26.186 7.817 -13.436
H -29.450 6.819 -12.630
H -28.056 5.845 -13.016
H -28.156 6.762 -10.669
H -26.695 7.249 -11.548
H -27.989 8.361 -11.431
H -28.637 6.040 -15.382
H -28.580 7.665 -15.981
H -30.549 8.359 -14.757
H -30.858 6.708 -14.128
H -30.915 6.952 -15.860
C -29.795 14.811 -13.201
C -31.176 14.559 -12.642
N -31.766 13.246 -12.933
C -32.280 13.169 -14.301
C -32.732 11.834 -14.743
C -32.843 13.051 -11.894
C -32.361 12.382 -10.637
H -29.660 14.451 -14.234
H -28.911 14.386 -12.678
H -29.664 15.884 -13.159
H -31.111 14.632 -11.554
H -31.854 15.327 -13.059
H -33.141 13.874 -14.377
H -31.545 13.563 -15.008
H -33.101 11.972 -15.781
H -32.022 11.046 -14.597
H -33.660 11.471 -14.272
H -33.600 12.431 -12.307
H -33.355 13.993 -11.553
H -32.063 11.352 -10.813
H -33.153 12.228 -9.914
H -31.445 12.884 -10.078
C -36.512 6.394 -15.276
C -36.845 7.109 -13.948
N -36.119 6.600 -12.854
C -36.636 7.158 -11.603
C -37.888 6.406 -11.130
C -34.664 6.824 -12.939
C -33.835 5.882 -12.034
H -35.962 7.105 -15.854
H -37.403 6.079 -15.747
H -35.893 5.523 -15.062
H -36.813 8.223 -14.085
H -37.934 6.986 -13.856
H -35.863 7.008 -10.806
H -36.814 8.239 -11.737
H -38.701 6.448 -11.860
H -37.697 5.403 -10.834
H -38.237 6.828 -10.162
H -34.328 7.830 -12.748
H -34.510 6.654 -14.040
H -32.820 5.772 -12.368
H -34.294 4.914 -11.884
H -33.849 6.340 -11.039
C -24.646 10.804 -13.517
C -23.530 11.129 -12.554
N -23.911 11.555 -11.264
C -24.605 12.776 -11.119
C -24.094 13.656 -9.976
C -24.462 10.505 -10.420
C -23.628 9.282 -10.236
H -25.400 11.591 -13.669
H -25.308 10.068 -13.064
H -24.302 10.322 -14.475
H -22.873 10.253 -12.613
H -22.859 11.977 -12.931
H -25.661 12.640 -10.996
H -24.531 13.309 -12.019
H -24.936 14.289 -9.600
H -23.246 14.331 -10.093
H -23.959 12.951 -9.163
H -24.645 10.982 -9.449
H -25.488 10.192 -10.836
H -22.623 9.587 -9.817
H -24.056 8.737 -9.419
H -23.508 8.690 -11.174
```

E_LUMO in eV: 0.549
Energy above the lowest of the compared OMol25 structures with the same formula, charge and spin in eV: 0.000
HOMO-LUMO gap in eV: 8.631
E_tot in eV: -379905.0514
Spin multiplicity: 1

2.
Computed, not measured: a structure of composition C76H51CdI4N5O2P, with ωB97M-V/def2-TZVPD.

XYZ file:
```
140
Properties=species:S:1:pos:R:3
Cd -1.045 0.712 0.840
I -2.705 10.103 -1.889
C -2.331 8.116 -1.307
C -3.270 7.440 -0.547
C -3.022 6.125 -0.178
C -1.851 5.473 -0.564
C -0.914 6.190 -1.307
C -1.146 7.505 -1.684
C -1.606 4.053 -0.180
C -0.438 3.821 0.616
C 0.439 4.812 1.123
C 1.385 4.158 1.890
C 1.066 2.782 1.843
C 1.701 1.708 2.631
C 3.057 1.620 2.736
C 3.757 0.571 3.577
C 5.096 1.058 4.079
C 5.767 1.992 3.413
I 7.682 2.590 4.073
C 5.223 2.660 2.245
C 3.917 2.493 1.963
C 0.774 0.851 3.401
N -0.303 0.269 2.847
C -0.962 -0.433 3.823
C -2.136 -1.232 3.618
C -2.571 -2.052 4.783
C -3.823 -1.867 5.366
C -4.238 -2.638 6.443
C -3.386 -3.606 6.945
I -4.008 -4.792 8.569
C -2.128 -3.805 6.399
C -1.729 -3.023 5.325
C -2.908 -1.310 2.473
C -4.083 -2.131 2.277
C -4.545 -1.876 1.030
C -3.665 -0.882 0.430
N -2.688 -0.597 1.302
C -3.937 -0.198 -0.808
C -3.598 1.195 -0.949
C -4.315 2.229 -1.677
C -3.673 3.405 -1.465
C -2.547 3.126 -0.605
N -2.549 1.768 -0.332
C -4.605 -0.967 -1.864
C -4.441 -2.372 -1.906
C -4.966 -3.161 -2.915
C -5.665 -2.570 -3.954
I -6.407 -3.745 -5.536
C -5.814 -1.195 -3.986
C -5.290 -0.417 -2.966
C -0.282 -0.241 5.050
C 0.806 0.571 4.784
N -0.026 2.597 1.081
H -4.185 7.928 -0.240
H -3.744 5.596 0.432
H 0.007 5.702 -1.598
H -0.410 8.043 -2.267
H 0.350 5.878 0.988
H 2.178 4.605 2.470
H 3.148 0.336 4.441
H 5.514 0.572 4.953
H 5.851 3.312 1.655
H 3.475 3.051 1.149
H -4.477 -1.097 4.975
H -5.214 -2.482 6.884
H -1.468 -4.561 6.801
H -0.747 -3.172 4.891
H -4.517 -2.804 2.998
H -5.443 -2.270 0.582
H -5.242 2.133 -2.213
H -3.958 4.366 -1.862
H -3.823 -2.855 -1.163
H -4.799 -4.231 -2.901
H -6.320 -0.716 -4.815
H -5.385 0.647 -3.075
H -0.585 -0.617 6.015
H 1.505 0.959 5.509
C -1.321 -0.567 -6.655
C -0.083 -0.108 -6.225
C 0.192 0.015 -4.870
C -0.768 -0.316 -3.915
C -2.005 -0.781 -4.361
C -2.282 -0.912 -5.715
P -0.503 -0.178 -2.089
C 0.738 1.180 -2.113
C 1.945 1.225 -1.427
C 2.756 2.352 -1.498
C 2.353 3.466 -2.215
C 1.112 3.458 -2.842
C 0.310 2.332 -2.784
C 0.167 -1.888 -1.749
C -0.313 -2.911 -2.571
C -0.310 -4.245 -2.195
C 0.212 -4.595 -0.966
C 0.775 -3.621 -0.159
C 0.762 -2.284 -0.537
H -1.537 -0.650 -7.713
H 0.679 0.161 -6.948
H 1.164 0.375 -4.560
H -2.762 -1.048 -3.637
H -3.252 -1.281 -6.027
H 2.251 0.386 -0.820
H 3.710 2.354 -0.982
H 2.986 4.344 -2.271
H 0.763 4.334 -3.376
H -0.664 2.348 -3.261
H -0.711 -2.666 -3.541
H -0.713 -4.999 -2.860
H 0.199 -5.626 -0.633
H 1.246 -3.912 0.764
C 4.694 -4.645 0.027
O 4.385 -3.303 -0.278
C 4.102 -2.991 -1.572
C 3.939 -3.926 -2.580
C 3.695 -3.529 -3.889
C 3.637 -2.182 -4.196
C 3.801 -1.244 -3.188
C 4.021 -1.622 -1.867
N 4.308 -0.631 -0.929
C 4.306 -0.589 0.461
C 3.466 -1.002 1.430
C 4.029 -0.841 2.842
C 3.556 -1.933 3.762
C 2.383 -2.528 3.565
C 1.587 -2.227 2.386
C 2.116 -1.568 1.349
O 1.347 -1.283 0.217
H 4.880 -4.669 1.098
H 5.586 -4.975 -0.512
H 3.865 -5.320 -0.202
H 4.003 -4.981 -2.353
H 3.548 -4.279 -4.656
H 3.468 -1.857 -5.214
H 3.776 -0.184 -3.423
H 4.658 0.214 -1.348
H 5.172 -0.037 0.818
H 5.112 -0.901 2.761
H 4.159 -2.137 4.642
H 1.988 -3.242 4.279
H 0.551 -2.537 2.357
```

E_LUMO in eV: 1.589
Energy above the lowest of the compared OMol25 structures with the same formula, charge and spin in eV: 0.000
HOMO-LUMO gap in eV: 5.126
E_tot in eV: -137441.5699
Net charge: -1
Spin multiplicity: 1